17
Properties=species:S:1:pos:R:3 method="wB97M-V/def2-TZVPD" e_tot_ev=-9441.39171 smiles="CCO[C@@H](C)C=O" charge=0
C 2.54044 -0.67711 -0.08991
C 1.06586 -0.94356 0.13461
O 0.35869 0.23892 -0.19269
C -0.99088 0.24061 0.21264
C -1.40498 1.68907 0.43279
C -1.87106 -0.37834 -0.86097
O -2.87868 -1.00334 -0.63636
H 2.83961 0.21179 0.47397
H 3.14303 -1.52631 0.24751
H 2.74806 -0.49810 -1.14866
H 0.71772 -1.79115 -0.47706
H 0.87793 -1.20295 1.18876
H -1.12651 -0.33401 1.14044
H -2.41221 1.74167 0.85450
H -0.69817 2.15477 1.12603
H -1.37909 2.25162 -0.50649
H -1.52976 -0.17358 -1.89910

=====

51
Properties=species:S:1:pos:R:3 method="wB97M-V/def2-TZVPD" spin_multiplicity=2 e_tot_ev=-76764.81356 s_squared=0.75 charge=0
Cu 0.08779 0.23919 -0.76818
B -1.94345 0.37105 -1.88539
H -1.23468 0.08563 -2.64725
H -1.58921 1.33531 -1.55531
H -2.94827 0.57126 -2.22372
H -1.94570 -0.32572 -1.06152
B 0.95765 2.45538 -0.67386
H 0.78557 1.90941 0.24077
H 0.04089 2.78384 -1.13850
H 1.67492 3.22242 -0.42599
H 1.41782 1.62400 -1.18504
C -0.98960 0.04017 2.52455
O -0.89532 0.19823 1.29273
N -0.14937 -0.65730 3.29867
N -2.02885 0.43119 3.21778
H 0.71889 -1.01842 2.93012
H -0.29351 -0.89587 4.26945
H -2.62440 0.86786 2.52876
H -2.22908 0.03166 4.12353
C 2.90031 -0.15556 0.88713
O 1.76526 -0.20946 0.52046
N 3.55678 -1.13695 1.38684
N 3.60547 0.92960 0.88088
H 4.56377 -1.21114 1.36285
H 3.05608 -1.96052 1.68871
H 4.36744 1.09335 1.52328
H 3.01991 1.65839 0.49865
C -2.26632 3.93902 1.31914
O -3.09643 4.30935 2.08424
N -2.27554 2.89689 0.66466
N -1.07400 4.46205 1.25717
H -3.13754 2.39341 0.81816
H -1.55547 2.60378 0.01993
H -0.84749 5.09735 2.00896
H -0.36605 4.16372 0.60151
C 1.11885 -1.54563 -3.27991
O 1.09414 -0.57548 -2.58834
N 0.68024 -2.68937 -2.90646
N 1.54293 -1.64629 -4.50844
H 0.65345 -3.58148 -3.37925
H 0.54745 -2.79915 -1.91126
H 1.78234 -2.55817 -4.87074
H 1.93251 -0.75127 -4.76781
C -0.84821 -2.90117 -0.19400
O -0.24816 -1.81746 -0.51196
N -0.20579 -3.75782 0.42680
N -2.01443 -3.17197 -0.46549
H 0.74716 -3.63476 0.73799
H -0.83535 -4.17071 1.10006
H -2.47372 -2.53956 -1.10519
H -2.50171 -4.00228 -0.16015

=====

23
Properties=species:S:1:pos:R:3 method="wB97M-V/def2-TZVPD" e_tot_ev=-41576.99185 charge=0
C 2.16782 0.72223 0.66170
C 2.27437 -0.41430 -0.14827
C 0.98831 1.41114 0.71948
C 1.16947 -0.90070 -0.80766
C -0.14054 1.00264 -0.04198
C -0.06839 -0.25739 -0.71560
C -1.18450 1.92392 -0.18339
C -2.63388 -0.59119 0.77656
C -2.34353 -1.26238 -0.48910
N -1.19281 -0.81645 -1.27374
N -3.62656 0.31637 0.85109
O -3.89342 0.85030 1.92764
O -4.19779 0.63928 -0.21765
Cl -2.36847 1.91210 -1.34893
Cl -2.03050 -3.02904 -0.10043
H 3.02238 1.05837 1.22739
H 3.21649 -0.93474 -0.22255
H 0.90596 2.31002 1.30995
H 1.23610 -1.81758 -1.37609
H -1.17996 2.79569 0.45878
H -2.06584 -0.77773 1.67036
H -3.21443 -1.24586 -1.14998
H -0.95832 -1.55139 -1.93480

=====

69
Properties=species:S:1:pos:R:3 method="wB97M-V/def2-TZVPD" spin_multiplicity=5 e_tot_ev=-82651.47263 s_squared=6.04 charge=+2
Co 0.72484 0.09863 0.38424
P -0.17194 -1.79943 -1.14909
P 0.31702 2.14295 0.66225
N 1.02371 0.75286 -1.62480
C 0.83405 -1.51663 -2.68223
H 1.65897 -2.23157 -2.66894
H 0.17988 -1.76189 -3.51634
C 1.39411 -0.09989 -2.80843
H 2.51622 -0.12692 -2.83394
H 1.04696 0.34155 -3.79233
C 0.97742 2.18581 -1.97684
H -0.00569 2.51615 -2.37860
H 1.72323 2.40665 -2.77358
C 1.32876 2.91544 -0.68683
H 1.20737 3.99460 -0.73775
H 2.37009 2.67946 -0.44909
C 1.00738 2.84880 2.23140
C 1.97333 1.87478 2.91433
H 2.80890 1.58513 2.26654
H 1.44682 0.96542 3.24153
H 2.38945 2.36355 3.80410
C -1.31477 2.95489 0.32104
C -2.43402 2.44922 1.24062
H -3.39731 2.60549 0.73194
H -2.46369 3.00614 2.18846
H -2.34135 1.37609 1.46443
C -1.75321 -2.64479 -1.69904
C -2.41243 -3.44596 -0.56237
H -3.47029 -3.60417 -0.81945
H -2.38290 -2.89516 0.38519
H -1.96165 -4.44337 -0.42710
C 0.87407 -3.21906 -0.43778
C 0.45552 -3.61968 0.97621
H 1.19390 -4.32646 1.38107
H -0.51459 -4.12885 0.98550
H 0.39720 -2.77273 1.66654
C 2.32238 -0.42233 0.50506
O 3.43798 -0.67220 0.44562
C -1.19951 4.49190 0.29168
H -0.22267 4.87744 0.61392
H -1.36550 4.85550 -0.72963
H -1.96633 4.95588 0.92416
C -1.63778 -3.46803 -2.99532
H -2.49536 -4.15476 -3.06320
H -1.66994 -2.81152 -3.87152
H -0.72488 -4.07875 -3.05228
C 0.97514 -4.47084 -1.31186
H 1.65280 -5.18443 -0.81993
H 0.00811 -4.97853 -1.42531
H 1.39872 -4.26963 -2.30359
C -0.06149 3.32143 3.21664
H -0.72667 2.49642 3.51146
H 0.43329 3.68368 4.12884
H -0.67204 4.14494 2.82695
H 1.57866 3.71889 1.86776
H 1.87791 -2.76411 -0.38265
H -1.54484 2.60633 -0.69998
H -2.41732 -1.78972 -1.90869
H -0.84738 0.15758 -1.69554
H -1.30164 -0.17342 -2.36245
C -2.41637 -1.58340 4.41981
C -1.03080 -0.97039 4.17455
C -0.75897 -0.64725 2.81717
N -0.44822 -0.41650 1.71468
H -3.21259 -0.89618 4.06610
H -2.56347 -1.76788 5.46404
H -2.52419 -2.53583 3.87143
H -0.92329 -0.03395 4.75544
H -0.24158 -1.66970 4.51403

=====

14
Properties=species:S:1:pos:R:3 method="wB97M-V/def2-TZVPD" e_tot_ev=-12431.80971 charge=0
C 0.39338 1.50700 -0.53916
C 0.97236 0.36961 -0.08575
C -1.14282 0.37726 -0.55606
C -0.07168 -0.73912 -0.19251
O 2.25066 0.21150 0.52701
O -2.02921 0.64362 0.35787
O -0.43453 -1.30577 0.99171
O 0.06810 -1.68489 -1.19722
H 0.49768 2.60837 -0.62434
H -1.61973 0.28991 -1.63013
H 2.37365 1.06024 0.87784
H -1.88203 0.05088 1.12436
H 0.17603 -0.96198 1.63244
H 0.44816 -2.42663 -0.68603